141
Properties=species:S:1:pos:R:3:lowdin_charge:R:1 method="wB97M-V/def2-TZVPD" total_charge=+1 fmax_ev_per_a=0.93 lumo_energy_ev=-2.69 homo_ev=-11.1 homo_lumo_gap_ev=8.42 e_tot_ha=-4285.477772
C -2.833 -1.986 3.356 -0.05
C -4.187 -2.132 2.672 -0.24
O -4.184 -1.539 1.381 -0.16
C -4.584 -2.354 0.306 -0.17
C -3.388 -2.964 -0.454 -0.15
O -2.279 -3.033 0.426 -0.15
C -1.121 -3.553 -0.168 -0.19
C 0.076 -3.104 0.645 -0.15
O 0.242 -1.696 0.875 -0.18
C -0.605 -0.746 0.276 -0.23
C 0.252 0.544 0.083 -0.41
P 0.111 1.527 1.722 1.05
C 0.272 0.266 3.040 -0.26
C 1.630 2.579 1.894 -0.41
C 2.177 2.598 3.325 -0.14
N -0.478 1.318 -1.055 -0.01
P -2.284 1.486 -0.994 0.46
O -2.770 0.413 -1.828 -0.17
O -2.763 1.480 0.482 -0.08
O -2.465 2.951 -1.569 -0.07
C 0.219 2.632 -1.440 -0.26
O -0.017 3.540 -0.408 -0.01
C 1.689 2.412 -1.736 -0.26
C 1.883 2.071 -3.226 -0.18
N 3.303 2.011 -3.486 -0.08
C 3.682 1.540 -4.816 -0.08
B 2.482 3.802 -1.536 -0.60
O 1.887 4.912 -2.100 0.20
O 3.667 3.782 -0.889 0.09
C 4.020 4.800 0.066 -0.20
C 5.107 4.253 0.973 -0.05
O 2.323 1.444 -0.894 -0.23
C 1.682 0.250 -0.479 -0.60
P 1.568 -0.901 -1.938 0.88
O 0.248 -0.715 -2.630 -0.40
P 2.904 -0.352 0.924 0.68
O 3.003 -1.963 0.666 -0.38
Cl 4.653 0.138 -0.007 0.36
H -2.933 -1.681 4.397 0.08
H -2.258 -2.911 3.314 0.07
H -2.259 -1.230 2.821 0.04
H -4.966 -1.642 3.265 0.12
H -4.465 -3.186 2.581 0.12
H -5.266 -3.141 0.640 0.12
H -5.141 -1.717 -0.385 0.13
H -3.637 -3.974 -0.801 0.13
H -3.134 -2.355 -1.327 0.11
H -1.108 -4.652 -0.137 0.14
H -1.043 -3.266 -1.226 0.13
H 0.983 -3.485 0.162 0.10
H 0.036 -3.580 1.628 0.13
H -1.463 -0.514 0.915 0.09
H -1.014 -1.076 -0.676 0.10
H 1.279 -0.104 3.217 0.02
H -0.418 -0.554 2.872 0.01
H -0.058 0.788 3.941 0.04
H 1.306 3.583 1.629 0.06
H 2.428 2.301 1.204 0.04
H 1.405 2.839 4.058 0.06
H 2.644 1.651 3.593 0.06
H 2.946 3.369 3.408 0.07
H -0.388 0.673 -1.894 0.10
H -2.755 2.292 1.012 0.10
H -3.074 3.525 -1.080 0.12
H -0.247 2.943 -2.373 0.16
H -0.562 4.254 -0.762 0.12
H 1.468 2.915 -3.791 0.14
H 1.313 1.186 -3.542 0.08
H 3.794 1.522 -2.749 0.09
H 4.212 0.586 -4.775 0.08
H 2.796 1.403 -5.439 0.06
H 4.323 2.265 -5.320 0.08
H 1.888 5.713 -1.560 0.12
H 3.129 5.057 0.647 0.12
H 4.366 5.683 -0.476 0.13
H 5.673 3.497 0.432 0.08
H 4.694 3.783 1.867 0.06
H 5.780 5.047 1.294 0.08
H 2.691 -0.521 -2.682 0.04
H 1.852 -2.200 -1.523 0.03
H 2.751 -2.453 1.464 0.06
C 0.445 -10.198 3.179 -0.11
C 1.488 -9.169 3.604 -0.27
C 0.968 -7.733 3.599 -0.23
C 0.507 -7.225 2.232 -0.23
C 1.564 -7.276 1.130 -0.26
C 2.787 -6.410 1.416 -0.11
H 0.105 -10.032 2.156 0.06
H 0.850 -11.209 3.227 0.07
H -0.428 -10.158 3.833 0.08
H 2.367 -9.251 2.957 0.10
H 1.836 -9.406 4.612 0.11
H 1.745 -7.071 3.993 0.10
H 0.128 -7.657 4.297 0.11
H 0.165 -6.188 2.345 0.09
H -0.369 -7.795 1.908 0.10
H 1.104 -6.942 0.194 0.10
H 1.883 -8.307 0.957 0.10
H 2.498 -5.363 1.552 0.05
H 3.497 -6.455 0.588 0.07
H 3.315 -6.730 2.315 0.07
C 0.577 -0.239 -9.331 -0.11
C -0.026 1.084 -8.870 -0.26
C 0.358 1.463 -7.440 -0.23
C -0.103 0.471 -6.370 -0.23
C -1.608 0.216 -6.328 -0.26
C -2.425 1.467 -6.021 -0.10
H 0.234 -1.076 -8.721 0.07
H 0.303 -0.455 -10.364 0.07
H 1.668 -0.209 -9.277 0.08
H -1.114 1.043 -8.964 0.10
H 0.305 1.882 -9.539 0.11
H -0.041 2.457 -7.216 0.10
H 1.448 1.558 -7.383 0.10
H 0.213 0.846 -5.389 0.08
H 0.416 -0.482 -6.504 0.11
H -1.803 -0.534 -5.556 0.10
H -1.945 -0.223 -7.271 0.10
H -2.106 1.887 -5.062 0.06
H -3.488 1.236 -5.949 0.07
H -2.308 2.236 -6.785 0.07
C -3.719 2.899 4.475 -0.10
C -2.320 3.466 4.250 -0.28
C -1.698 4.089 5.498 -0.23
C -2.461 5.288 6.064 -0.22
C -2.662 6.438 5.078 -0.27
C -1.357 7.048 4.576 -0.11
H -4.425 3.674 4.777 0.07
H -4.117 2.433 3.570 0.06
H -3.707 2.135 5.254 0.08
H -2.346 4.206 3.441 0.09
H -1.666 2.662 3.902 0.06
H -0.670 4.387 5.271 0.09
H -1.624 3.322 6.275 0.11
H -1.919 5.659 6.938 0.11
H -3.436 4.961 6.434 0.10
H -3.253 7.214 5.569 0.11
H -3.260 6.101 4.226 0.10
H -0.758 7.424 5.408 0.08
H -1.546 7.883 3.900 0.07
H -0.751 6.318 4.034 0.06



138
Properties=species:S:1:pos:R:3:lowdin_charge:R:1 method="wB97M-V/def2-TZVPD" total_charge=+1 fmax_ev_per_a=2.34 lumo_energy_ev=-3.47 homo_ev=-11.5 homo_lumo_gap_ev=8.02 e_tot_ha=-2415.726114
C 1.111 2.836 -0.701 0.09
C 1.380 2.441 -1.813 -0.13
C 1.563 2.094 -3.316 -0.17
C 0.821 0.777 -3.768 -0.17
C -0.743 0.772 -3.382 -0.14
N -0.888 -0.179 -2.237 0.04
C -1.948 -1.131 -2.418 -0.24
N -3.329 -0.686 -2.475 0.04
C -3.718 0.153 -1.299 -0.18
C -4.343 -0.775 -0.157 -0.15
C -3.257 -0.939 1.005 -0.19
C -3.869 -0.387 2.367 -0.19
C -3.904 -1.570 3.438 -0.22
C -2.881 -1.261 4.615 -0.21
C -3.019 -2.471 5.673 -0.22
C -1.646 -3.209 5.935 -0.23
C -1.847 -4.342 7.020 -0.22
C -0.630 -5.357 7.146 -0.21
C 0.800 -4.677 7.101 -0.23
C 1.243 -3.995 8.456 -0.22
C 2.762 -3.497 8.358 -0.21
C 3.266 -2.743 9.677 -0.25
C 2.349 -2.979 10.958 -0.15
N -1.670 -2.395 -2.541 0.06
C -2.818 -3.353 -2.730 -0.06
C -3.271 -3.288 -4.277 -0.20
O -2.847 -4.465 -4.994 -0.07
C -0.313 -2.989 -2.554 -0.14
O 0.516 -2.573 -1.486 -0.13
C 1.818 -3.185 -1.531 -0.13
C 2.703 -2.798 -2.780 -0.18
O 3.899 -2.068 -2.446 -0.18
C 4.242 -1.193 -3.566 -0.23
C 4.728 -1.967 -4.870 -0.05
H 0.795 3.399 0.211 0.06
H 1.289 2.954 -4.004 0.11
H 2.673 1.901 -3.461 0.09
H 1.310 -0.078 -3.203 0.09
H 0.923 0.529 -4.861 0.11
H -1.404 0.507 -4.251 0.12
H -0.945 1.808 -2.967 0.13
H -0.921 0.288 -1.329 0.12
H -3.378 -0.077 -3.306 0.13
H -2.922 0.858 -0.931 0.11
H -4.572 0.813 -1.657 0.13
H -4.612 -1.781 -0.612 0.10
H -5.323 -0.334 0.188 0.11
H -2.310 -0.386 0.711 0.10
H -2.975 -2.034 1.039 0.10
H -4.921 0.006 2.274 0.10
H -3.237 0.497 2.682 0.10
H -3.726 -2.595 2.998 0.11
H -4.942 -1.563 3.902 0.11
H -1.837 -1.158 4.205 0.11
H -3.147 -0.302 5.145 0.11
H -3.364 -1.997 6.645 0.11
H -3.855 -3.157 5.337 0.11
H -0.934 -2.423 6.340 0.12
H -1.260 -3.611 4.945 0.12
H -2.110 -3.953 8.047 0.11
H -2.742 -4.961 6.682 0.11
H -0.783 -6.001 8.060 0.11
H -0.686 -6.032 6.231 0.11
H 0.935 -3.966 6.231 0.10
H 1.540 -5.523 6.914 0.11
H 0.563 -3.171 8.810 0.11
H 1.242 -4.796 9.256 0.11
H 3.469 -4.352 8.156 0.11
H 2.839 -2.774 7.496 0.10
H 4.322 -3.063 9.933 0.10
H 3.253 -1.627 9.487 0.10
H 1.381 -2.395 10.924 0.07
H 2.922 -2.597 11.857 0.07
H 2.185 -4.080 11.128 0.07
H -3.661 -3.164 -2.019 0.12
H -2.495 -4.425 -2.569 0.14
H -4.397 -3.191 -4.254 0.13
H -2.883 -2.339 -4.746 0.12
H -3.584 -5.096 -4.868 0.11
H -0.378 -4.125 -2.500 0.16
H 0.120 -2.778 -3.588 0.16
H 1.720 -4.307 -1.370 0.14
H 2.372 -2.810 -0.613 0.15
H 2.167 -2.227 -3.590 0.11
H 3.045 -3.773 -3.260 0.14
H 3.402 -0.497 -3.853 0.09
H 5.097 -0.527 -3.234 0.12
H 4.183 -2.929 -5.075 0.07
H 4.589 -1.325 -5.798 0.09
H 5.863 -2.144 -4.813 0.08
C -3.020 3.605 1.443 -0.16
O -4.227 2.858 1.447 -0.14
H -2.238 3.017 1.924 0.07
H -2.727 3.823 0.412 0.07
H -3.164 4.536 1.997 0.08
H -4.900 3.403 1.016 0.06
C 5.208 3.544 -2.355 -0.15
O 4.247 4.423 -1.788 -0.13
H 5.978 4.138 -2.847 0.08
H 5.666 2.938 -1.570 0.07
H 4.727 2.895 -3.094 0.05
H 3.577 3.876 -1.359 0.04
C 2.270 5.530 -5.797 -0.13
O 1.058 4.776 -5.809 -0.15
H 3.047 4.934 -5.320 0.08
H 2.571 5.763 -6.821 0.08
H 2.126 6.453 -5.234 0.08
H 0.386 5.324 -6.235 0.09
C 6.826 -0.527 -0.546 -0.13
O 6.651 -1.396 -1.657 -0.14
H 7.889 -0.326 -0.422 0.08
H 6.299 0.415 -0.724 0.07
H 6.441 -1.002 0.360 0.08
H 5.704 -1.560 -1.751 0.03
C -5.813 6.502 0.535 -0.14
O -5.867 5.391 -0.357 -0.14
H -5.697 6.132 1.553 0.08
H -4.959 7.135 0.280 0.08
H -6.738 7.076 0.462 0.06
H -5.970 5.746 -1.247 0.08
C -8.728 9.531 0.282 -0.16
O -8.275 8.807 1.419 -0.14
H -8.386 9.020 -0.617 0.07
H -9.820 9.573 0.279 0.08
H -8.318 10.544 0.298 0.08
H -8.589 9.278 2.200 0.08
C 1.268 1.796 -8.226 -0.16
O 0.426 2.938 -8.179 -0.13
H 0.773 1.021 -8.810 0.08
H 2.218 2.054 -8.701 0.08
H 1.448 1.426 -7.212 0.06
H 0.886 3.610 -7.657 0.04
C 9.155 -0.534 -4.663 -0.16
O 8.492 -1.787 -4.577 -0.14
H 9.764 -0.522 -5.566 0.08
H 8.419 0.273 -4.712 0.07
H 9.799 -0.395 -3.791 0.08
H 7.959 -1.774 -3.773 0.04



142
Properties=species:S:1:pos:R:3:lowdin_charge:R:1 method="wB97M-V/def2-TZVPD" total_charge=0 fmax_ev_per_a=4.83 lumo_energy_ev=0.53 homo_ev=-9.5 homo_lumo_gap_ev=10.05 e_tot_ha=-3424.349650
C 0.121 3.507 -4.051 -0.06
C 1.276 2.565 -3.929 -0.25
O 2.398 3.231 -3.241 -0.17
C 3.547 2.345 -3.169 -0.28
C 4.737 3.229 -2.874 -0.06
H -0.654 3.190 -4.753 0.09
H -0.402 3.538 -3.071 0.07
H 0.525 4.456 -4.203 0.06
H 1.055 1.644 -3.433 0.10
H 1.589 2.204 -4.905 0.11
H 3.454 1.639 -2.365 0.09
H 3.615 1.896 -4.172 0.11
H 4.876 3.916 -3.648 0.06
H 5.583 2.612 -2.784 0.05
H 4.499 3.750 -1.928 0.09
C -1.656 -3.054 3.588 -0.06
C -1.685 -2.412 4.923 -0.32
O -0.619 -1.539 5.160 -0.16
C -0.522 -1.277 6.541 -0.25
C 0.803 -0.504 6.743 -0.05
H -0.642 -3.550 3.446 0.11
H -2.308 -3.846 3.597 0.05
H -1.969 -2.372 2.777 0.08
H -2.615 -1.948 5.201 0.11
H -1.587 -3.266 5.606 0.12
H -1.337 -0.673 6.983 0.13
H -0.455 -2.193 7.087 0.10
H 0.949 -0.222 7.754 0.06
H 0.824 0.407 6.166 0.07
H 1.674 -0.965 6.390 0.03
C 3.555 0.998 2.901 -0.05
C 2.889 0.811 1.522 -0.22
O 1.741 1.643 1.227 -0.17
C 1.708 2.180 -0.023 -0.35
C 0.758 3.313 -0.022 -0.06
H 3.017 0.451 3.663 0.05
H 4.515 0.543 2.860 0.06
H 3.785 2.015 3.194 0.08
H 3.633 1.120 0.706 0.12
H 2.679 -0.237 1.192 0.11
H 2.740 2.491 -0.400 0.12
H 1.375 1.450 -0.747 0.11
H 0.800 3.730 -1.039 0.07
H 1.086 4.106 0.664 0.09
H -0.295 3.073 0.221 0.08
C -1.134 0.841 2.210 -0.04
C -1.912 2.100 2.584 -0.31
O -3.185 1.943 3.095 -0.16
C -3.108 1.371 4.401 -0.26
C -2.447 2.317 5.392 -0.08
H -0.636 0.374 3.056 0.06
H -1.811 0.113 1.727 0.08
H -0.368 1.081 1.418 0.07
H -1.298 2.708 3.203 0.09
H -2.074 2.764 1.710 0.10
H -4.150 1.113 4.671 0.13
H -2.579 0.388 4.346 0.10
H -2.857 3.339 5.133 0.10
H -1.339 2.354 5.396 0.08
H -2.831 2.116 6.380 0.06
C -1.253 5.876 1.609 -0.08
C -1.930 5.812 0.238 -0.27
O -2.737 4.670 0.211 -0.22
C -3.874 4.624 1.056 -0.27
C -4.832 3.507 0.608 -0.04
H -0.856 4.874 1.881 0.07
H -0.451 6.630 1.638 0.08
H -1.872 6.167 2.427 0.06
H -2.590 6.722 0.076 0.13
H -1.144 5.760 -0.517 0.11
H -3.611 4.551 2.145 0.12
H -4.284 5.636 0.933 0.12
H -5.142 3.619 -0.438 0.07
H -5.719 3.711 1.167 0.06
H -4.406 2.509 0.865 0.09
C 5.781 -0.351 -3.625 -0.08
C 5.819 -1.866 -3.792 -0.29
O 4.636 -2.438 -3.386 -0.17
C 3.608 -2.432 -4.361 -0.27
C 2.183 -2.646 -3.916 -0.07
H 5.357 0.134 -4.468 0.05
H 5.397 0.030 -2.689 0.07
H 6.807 -0.005 -3.715 0.08
H 6.009 -2.193 -4.825 0.12
H 6.557 -2.302 -3.069 0.13
H 3.550 -1.424 -4.767 0.11
H 3.881 -3.220 -5.124 0.14
H 1.841 -1.940 -3.118 0.08
H 2.052 -3.660 -3.519 0.05
H 1.425 -2.407 -4.634 0.08
C 2.673 -2.611 4.448 -0.06
C 2.405 -2.319 2.984 -0.27
O 1.849 -3.334 2.157 -0.20
C 2.745 -4.262 1.585 -0.29
C 2.120 -5.380 0.778 -0.07
H 3.446 -1.919 4.786 0.07
H 1.811 -2.489 5.088 0.04
H 3.217 -3.547 4.695 0.09
H 1.670 -1.525 2.923 0.11
H 3.303 -2.065 2.424 0.11
H 3.454 -3.735 0.894 0.13
H 3.234 -4.765 2.480 0.13
H 2.952 -6.010 0.404 0.09
H 1.658 -4.987 -0.132 0.05
H 1.386 -5.935 1.358 0.08
C 0.099 -5.295 -3.174 -0.09
C -1.105 -6.193 -3.061 -0.30
O -2.191 -5.649 -2.330 -0.17
C -2.978 -4.672 -3.019 -0.25
C -4.154 -4.221 -2.113 -0.05
H -0.330 -4.414 -3.683 0.08
H 0.389 -4.928 -2.139 0.07
H 0.996 -5.836 -3.563 0.10
H -1.440 -6.437 -4.046 0.10
H -0.826 -7.188 -2.690 0.12
H -2.353 -3.868 -3.326 0.06
H -3.381 -5.257 -3.881 0.13
H -4.729 -5.165 -1.828 0.10
H -4.794 -3.541 -2.642 0.07
H -3.862 -3.738 -1.201 0.04
C -3.763 4.137 -3.072 -0.23
C -3.557 2.635 -3.065 -0.14
O -3.812 2.268 -4.470 -0.19
S -5.081 3.211 -4.899 0.65
O -6.282 2.539 -4.726 -0.20
O -4.740 3.784 -6.201 -0.25
O -4.949 4.354 -3.738 -0.16
H -2.874 4.629 -3.476 0.13
H -3.826 4.651 -2.132 0.11
H -4.314 2.173 -2.437 0.12
H -2.623 2.211 -2.753 0.11
C 0.244 -2.025 -0.418 -0.17
C -0.950 -2.950 -0.202 -0.18
O -2.122 -2.184 -0.383 -0.17
S -1.745 -1.131 -1.529 0.61
O -2.508 0.028 -1.273 -0.21
O -1.693 -1.752 -2.843 -0.23
O -0.217 -0.912 -1.158 -0.19
H 1.117 -2.394 -0.912 0.11
H 0.648 -1.722 0.591 0.13
H -0.805 -3.366 0.829 0.14
H -0.947 -3.771 -0.873 0.09